# 1
Molecular formula: C6H12
Method: DFT, the ωB97M-V functional and the def2-TZVPD basis

Each line ends with the natural charge from an NBO analysis.
Element x y z (Å)
C -1.03902 1.42237 -0.40050  -0.61
C -0.14720 0.37411 -1.01381  -0.23
C -0.13936 -1.05165 -0.55066  -0.22
C -1.01720 -1.53964 0.57865  -0.61
C 1.08175 -0.17497 -0.36440  -0.22
C 1.59111 0.45668 0.87282  -0.61
H -0.63151 2.42766 -0.55353  0.21
H -1.17643 1.28200 0.67394  0.20
H -2.03410 1.39782 -0.85970  0.21
H 0.11588 0.67689 -2.06289  0.21
H 0.00983 -1.81178 -1.31287  0.21
H -2.01885 -1.79048 0.21057  0.21
H -1.13917 -0.80337 1.37753  0.20
H -0.59223 -2.44621 1.02516  0.21
H 1.89553 -0.42660 -1.04613  0.20
H 0.81741 0.73960 1.58455  0.21
H 2.05804 1.42574 0.51054  0.21
H 2.36553 -0.15816 1.33074  0.21

Calculated values
SMILES string: C[C@H]1[C@@H](C)[C@H]1C
Molecular weight, g/mol: 84.2
Energy above the lowest of the compared OMol25 structures with the same formula, charge and spin, kcal/mol: 29.9
E_LUMO, eV: 1.13


# 2
Molecular formula: C6H12
Method: DFT, the ωB97M-V functional and the def2-TZVPD basis

Each line ends with the natural charge from an NBO analysis.
Element x y z (Å)
C -1.18183 0.01064 -1.52981  -0.60
C 0.23621 0.02330 -0.95445  -0.22
C 0.48642 -1.20358 -0.05857  -0.40
C -0.01304 -0.77091 1.32343  -0.41
C 0.45789 0.68778 1.43997  -0.41
C 0.48088 1.23136 -0.01325  -0.41
H -1.93363 -0.12329 -0.74232  0.20
H -1.30508 -0.80924 -2.24692  0.21
H -1.40831 0.94847 -2.04983  0.21
H 0.93638 0.04972 -1.79790  0.20
H 1.56065 -1.41876 0.00112  0.20
H -0.00991 -2.10523 -0.43488  0.21
H -1.10804 -0.81967 1.37310  0.19
H 0.37383 -1.40984 2.12320  0.21
H -0.18872 1.28029 2.09566  0.21
H 1.46377 0.72462 1.87654  0.20
H -0.28884 1.99377 -0.17249  0.20
H 1.44137 1.71058 -0.23262  0.21

Calculated values
SMILES string: CC1CCCC1
Molecular weight, g/mol: 84.2
Energy above the lowest of the compared OMol25 structures with the same formula, charge and spin, kcal/mol: 2.7
E_LUMO, eV: 1.20


# 3
Molecular formula: C6H12
Method: DFT, the ωB97M-V functional and the def2-TZVPD basis

Each line ends with the natural charge from an NBO analysis.
Element x y z (Å)
C -1.24884 -1.05624 0.45706  -0.61
C -0.37035 0.07807 -0.05990  -0.01
C -1.25512 1.17712 -0.68589  -0.61
C 0.79749 0.56450 0.93254  -0.43
C 1.78994 -0.29522 0.22535  -0.43
C 0.80278 -0.41919 -1.01234  -0.40
H -1.84773 -1.51005 -0.34629  0.21
H -0.63704 -1.84200 0.91110  0.21
H -1.94578 -0.68574 1.21936  0.21
H -1.86319 0.78460 -1.51877  0.21
H -0.66043 2.00356 -1.09547  0.21
H -1.95775 1.59550 0.04656  0.21
H 0.95812 1.62714 0.72791  0.19
H 1.25026 0.48272 1.96301  0.22
H 1.91188 -1.28639 0.67012  0.19
H 2.70911 0.21742 0.64160  0.22
H 0.64477 -1.43016 -1.43988  0.21
H 0.96787 0.26841 -1.84900  0.21

Calculated values
SMILES string: CC1(C)CCC1
Molecular weight, g/mol: 84.2
Energy above the lowest of the compared OMol25 structures with the same formula, charge and spin, kcal/mol: 59.6
E_LUMO, eV: 1.01


# 4
Molecular formula: C6H12
Method: DFT, the ωB97M-V functional and the def2-TZVPD basis

Each line ends with the natural charge from an NBO analysis.
Element x y z (Å)
C -2.01438 0.96550 -0.79010  -0.43
C -0.77890 0.57492 -1.10135  -0.18
C 0.13014 -0.07509 -0.13937  -0.04
C -0.43172 -0.79147 1.06763  -0.67
C 1.42948 0.22926 -0.26727  -0.15
C 2.38915 0.32365 0.88091  -0.65
H -2.46119 0.65822 0.15268  0.19
H -2.60739 1.60086 -1.43976  0.21
H -0.30309 0.89992 -2.02772  0.21
H -1.34414 -1.34159 0.81359  0.23
H -0.68335 -0.08984 1.87126  0.22
H 0.28308 -1.51999 1.46539  0.22
H 1.73008 0.68491 -1.21230  0.19
H 3.22218 -0.38702 0.88862  0.22
H 1.84341 0.24675 1.82659  0.21
H 2.80518 1.33889 0.84209  0.22
H -1.45279 -2.06216 -1.44698  -0.02
H -1.86619 -1.44856 -1.44628  0.01

Calculated values
SMILES string: C=C/C(C)=C/C.[H][H]
Molecular weight, g/mol: 84.2
Energy above the lowest of the compared OMol25 structures with the same formula, charge and spin, kcal/mol: 60.8
E_LUMO, eV: 1.10


# 5
Molecular formula: C6H12
Method: DFT, the ωB97M-V functional and the def2-TZVPD basis

Each line ends with the natural charge from an NBO analysis.
Element x y z (Å)
C -0.72078 1.62713 1.36846  -0.61
C -0.87223 0.12947 1.31308  -0.43
C -0.41519 -0.37683 -0.03002  -0.06
C 0.89302 -0.91358 -0.16159  -0.13
C 1.64390 -0.62633 -1.41199  -0.53
C -1.25025 -0.25569 -1.11457  -0.35
H -1.13944 2.32363 0.62144  0.22
H -0.83708 2.15329 2.33433  0.22
H 3.46727 0.15751 -0.49782  -0.09
H 0.36991 1.76841 1.13190  0.20
H -0.12354 -0.25819 2.03004  0.20
H 1.41235 -1.20110 0.72755  0.20
H 1.93068 -1.57681 -1.86892  0.25
H 2.69539 -0.24640 -0.90465  0.07
H 1.21348 0.12846 -2.03333  0.22
H -0.83920 -0.47506 -2.10381  0.19
H -1.85800 -0.25881 1.55733  0.21
H -2.33926 -0.01857 -1.06089  0.21

Calculated values
Molecular weight, g/mol: 84.2
Energy above the lowest of the compared OMol25 structures with the same formula, charge and spin, kcal/mol: 141.7
E_LUMO, eV: -0.98


# 6
Molecular formula: C6H12
Method: DFT, the ωB97M-V functional and the def2-TZVPD basis

Each line ends with the natural charge from an NBO analysis.
Element x y z (Å)
C -1.66438 -1.29000 1.50571  -0.80
C -0.44947 -1.26068 0.63695  0.22
C -0.31447 1.18193 -1.55513  -0.61
C 0.45711 -0.12217 0.99582  -0.61
C 1.51841 0.18812 -0.07999  -0.39
C 0.88021 0.22833 -1.47429  -0.41
H -2.40333 -2.03627 1.20184  0.22
H -1.35456 -1.50950 2.54403  0.25
H -2.14178 -0.30165 1.55317  0.22
H -0.73074 1.22298 -2.56822  0.21
H -0.03773 2.20115 -1.25396  0.20
H -1.12727 0.85627 -0.89173  0.19
H -0.07020 0.80174 1.30500  0.20
H 0.95272 -0.44833 1.93405  0.26
H 2.30155 -0.58409 -0.06770  0.21
H 2.00885 1.15013 0.14540  0.20
H 0.53859 -0.78756 -1.71223  0.22
H 1.63649 0.50958 -2.21869  0.20

Calculated values
Molecular weight, g/mol: 84.2
Energy above the lowest of the compared OMol25 structures with the same formula, charge and spin, kcal/mol: 88.8
E_LUMO, eV: 0.04


# 7
Molecular formula: C6H12
Method: DFT, the ωB97M-V functional and the def2-TZVPD basis

Each line ends with the natural charge from an NBO analysis.
Element x y z (Å)
C 1.61211 1.01272 -0.34261  -0.61
C 1.39719 -0.34588 0.34246  -0.41
C 0.13196 -0.95679 -0.21280  -0.22
C -0.98823 -1.56045 0.57011  -0.42
C -1.18983 -0.23605 -0.12530  -0.24
C -1.39553 0.97782 0.76790  -0.62
H 2.33754 0.95983 -1.15805  0.21
H 0.66336 1.33000 -0.78178  0.21
H 1.92107 1.79831 0.35003  0.21
H 1.33775 -0.24571 1.43290  0.20
H 2.23501 -1.02791 0.15019  0.21
H 0.27897 -1.43888 -1.17832  0.21
H -0.97217 -1.47506 1.65216  0.21
H -1.40410 -2.50088 0.22110  0.22
H -1.74528 -0.18073 -1.05829  0.21
H -2.34134 0.87593 1.30968  0.21
H -1.44106 1.92362 0.21321  0.21
H -0.60262 1.08688 1.51779  0.21

Calculated values
SMILES string: CC[C@H]1C[C@H]1C
Molecular weight, g/mol: 84.2
Energy above the lowest of the compared OMol25 structures with the same formula, charge and spin, kcal/mol: 28.6
E_LUMO, eV: 1.25


# 8
Molecular formula: C6H12
Method: DFT, the ωB97M-V functional and the def2-TZVPD basis

Each line ends with the natural charge from an NBO analysis.
Element x y z (Å)
C 1.45457 0.73567 0.49617  -0.64
C 1.53417 -0.52722 -0.36578  -0.40
C 0.13270 -1.09142 -0.60327  -0.21
C -0.78751 -1.31616 0.56459  -0.44
C -1.13580 -0.24429 -0.44886  -0.23
C -1.37369 1.30046 -0.10330  -0.63
H 1.82842 1.64147 0.00505  0.21
H 0.39884 0.91607 0.62172  0.22
H 1.88783 0.64813 1.49420  0.21
H 2.14872 -1.30398 0.11097  0.20
H 1.99306 -0.30638 -1.33715  0.20
H 0.12655 -1.87711 -1.36656  0.21
H -0.41689 -0.95710 1.52085  0.21
H -1.35421 -2.24650 0.64657  0.22
H -1.92659 -0.52831 -1.14695  0.22
H -2.24716 1.33303 0.54811  0.21
H -1.57319 1.82011 -1.04021  0.22
H -0.68982 2.00351 0.40383  0.22

Calculated values
SMILES string: CC[C@H]1C[C@H]1C
Molecular weight, g/mol: 84.2
Energy above the lowest of the compared OMol25 structures with the same formula, charge and spin, kcal/mol: 49.9
E_LUMO, eV: 1.20


# 9
Molecular formula: C6H12
Method: DFT, the ωB97M-V functional and the def2-TZVPD basis

Each line ends with the natural charge from an NBO analysis.
Element x y z (Å)
C 0.09195 -2.25833 -0.73883  -0.60
C 0.41323 -0.78762 -1.07462  -0.39
C 0.35824 0.06082 0.16684  -0.20
C -1.01992 0.38744 0.77809  -0.41
C -0.47985 1.80421 1.07655  -0.40
C 0.67129 1.57731 0.10584  -0.40
H 0.78241 -2.66596 -0.02507  0.20
H -0.92264 -2.29401 -0.31596  0.20
H 0.13460 -2.89162 -1.62678  0.21
H -0.22776 -0.38567 -1.85314  0.20
H 1.45865 -0.74535 -1.49440  0.20
H 0.99934 -0.36581 0.94057  0.19
H -1.80916 0.38440 0.01154  0.20
H -1.35004 -0.23834 1.60402  0.20
H -1.09745 2.65373 0.80441  0.20
H -0.16942 1.87967 2.13637  0.20
H 1.67146 1.88522 0.38599  0.20
H 0.49507 1.99990 -0.88144  0.20

Calculated values
SMILES string: CCC1CCC1
Molecular weight, g/mol: 84.2
Energy above the lowest of the compared OMol25 structures with the same formula, charge and spin, kcal/mol: 23.1
E_LUMO, eV: 1.29


# 10
Molecular formula: C6H12
Method: DFT, the ωB97M-V functional and the def2-TZVPD basis

Each line ends with the natural charge from an NBO analysis.
Element x y z (Å)
C -1.53195 -0.16899 1.21606  -0.62
C -0.14900 0.41128 1.55066  -0.40
C 0.88995 0.52686 0.43303  -0.22
C 1.56923 -0.63237 -0.24522  -0.43
C 0.76572 0.33516 -1.06832  -0.22
C -0.42274 -0.14230 -1.87715  -0.61
H -2.30844 0.32286 1.80846  0.21
H -1.78648 0.01417 0.17422  0.21
H -1.61801 -1.24517 1.40858  0.20
H 0.30239 -0.16240 2.37235  0.20
H -0.29240 1.42297 1.95398  0.20
H 1.59062 1.33280 0.65212  0.21
H 1.13743 -1.62126 -0.10702  0.20
H 2.65279 -0.64299 -0.32945  0.21
H 1.36153 1.05960 -1.62283  0.21
H -0.06850 -0.49796 -2.85253  0.21
H -1.14208 0.66453 -2.06049  0.21
H -0.95003 -0.97678 -1.40647  0.21

Calculated values
SMILES string: CC[C@H]1C[C@H]1C
Molecular weight, g/mol: 84.2
Energy above the lowest of the compared OMol25 structures with the same formula, charge and spin, kcal/mol: 30.9
E_LUMO, eV: 1.21


# 11
Molecular formula: C6H12
Method: DFT, the ωB97M-V functional and the def2-TZVPD basis

Each line ends with the natural charge from an NBO analysis.
Element x y z (Å)
C -2.39671 0.90690 0.17682  -0.65
C -0.97701 0.75480 0.60093  -0.24
C -0.03920 0.00730 -0.03911  0.07
C -0.39306 -1.46454 -0.36240  -0.67
C 1.32633 0.53504 -0.34907  -0.44
C 2.40194 -0.53517 0.02658  -0.62
H -2.48898 1.65513 -0.62343  0.22
H -2.96694 1.30665 1.01632  0.21
H -2.94907 -0.01098 -0.02943  0.21
H -0.64177 1.32526 1.47849  0.19
H 0.27378 -1.82141 -1.17632  0.20
H -0.17358 -1.96426 0.56403  0.23
H -1.34695 -1.46424 -0.89716  0.23
H 1.26040 0.73845 -1.41703  0.22
H 1.48012 1.46177 0.21975  0.22
H 2.03077 -1.28216 0.72844  0.20
H 2.85086 -1.04266 -0.83212  0.21
H 3.22225 -0.14755 0.66302  0.21

Calculated values
SMILES string: C/C=C(\C)CC
Molecular weight, g/mol: 84.2
Energy above the lowest of the compared OMol25 structures with the same formula, charge and spin, kcal/mol: 57.5
E_LUMO, eV: 1.08


# 12
Molecular formula: C6H12
Method: DFT, the ωB97M-V functional and the def2-TZVPD basis

Each line ends with the natural charge from an NBO analysis.
Element x y z (Å)
C -1.50600 1.58360 0.46149  -0.41
C -0.27704 1.45003 0.95351  -0.16
C 0.93350 1.05018 0.15440  -0.45
C 1.77096 -0.01634 0.86651  -0.60
H -2.34630 1.87225 1.08753  0.20
H -1.71666 1.40715 -0.59230  0.19
H -0.10943 1.63013 2.01742  0.19
H 0.61247 0.68619 -0.82869  0.21
H 1.56129 1.93456 -0.02322  0.21
H 1.14550 -0.85632 1.19097  0.20
H 2.25813 0.39483 1.75820  0.21
H 2.55375 -0.41063 0.20922  0.21
C -1.39700 -1.53062 -1.07700  -0.39
C -0.21390 -2.05641 -1.37446  -0.39
H -1.59378 -1.08436 -0.10506  0.20
H -2.21227 -1.51039 -1.79674  0.19
H 0.59899 -2.07026 -0.65191  0.19
H -0.00591 -2.49392 -2.34750  0.19

Calculated values
SMILES string: C=CCC.C=C
Molecular weight, g/mol: 84.2
Energy above the lowest of the compared OMol25 structures with the same formula, charge and spin, kcal/mol: 44.8
E_LUMO, eV: 1.24


Calculated values (a.u.) of electronic energy for the records, taken in order: -235.7706, -235.8139, -235.7232, -235.7214, -235.5924, -235.6767, -235.7726, -235.7387, -235.7814, -235.7690, -235.7266, -235.7468.